{"formula": "C33H53KN2O7P2SSi", "method": "wB97M-V/def2-TZVPD", "e_homo_ev": -5.74, "total_charge": 0, "total_energy_ha": -3896.0347, "e_above_lowest_kcal_mol": 27.7, "gap_ev": 5.90, "largest_force_ev_per_a": 3.4, "lumo_ev": 0.163, "symbols": ["K", "H", "H", "C", "S", "H", "H", "C", "H", "C", "H", "H", "C", "H", "O", "P", "O", "H", "H", "O", "O", "H", "C", "O", "H", "H", "C", "P", "C", "H", "C", "H", "C", "H", "H", "H", "H", "H", "H", "C", "H", "C", "C", "C", "H", "C", "H", "H", "H", "O", "C", "H", "H", "C", "H", "C", "H", "H", "H", "H", "C", "C", "C", "C", "C", "N", "Si", "C", "H", "C", "H", "H", "C", "C", "H", "H", "H", "H", "C", "H", "C", "H", "C", "H", "H", "H", "O", "H", "H", "C", "H", "C", "H", "H", "C", "C", "H", "H", "H", "N"], "xyz": [[0.054, 0.088, 0.051], [-0.974, 1.632, 4.114], [0.581, 1.955, -5.700], [-3.563, 0.953, -3.080], [-2.194, 2.530, 0.301], [1.083, 3.639, 3.095], [5.244, -4.097, 1.309], [2.050, -0.226, -4.104], [0.006, -0.951, 6.319], [-4.158, -2.871, 1.353], [2.785, 0.378, -4.627], [1.599, -2.781, 6.579], [1.847, -1.977, 5.891], [-1.796, -4.491, 3.136], [3.920, 1.432, 1.340], [1.166, 0.168, 3.197], [4.560, -0.870, 0.798], [6.353, 1.357, 0.359], [5.865, 3.040, 0.578], [2.187, 0.018, 0.231], [0.883, -0.066, 4.763], [-0.346, -3.379, 1.464], [-4.667, 0.224, -2.586], [-1.145, -1.888, -0.472], [4.175, -3.163, 2.358], [2.501, -1.270, 6.396], [-1.782, -2.944, -4.443], [3.277, 0.010, 1.194], [4.985, -3.094, 1.635], [0.654, 3.911, 5.534], [-0.703, 2.540, 3.578], [5.686, 2.940, 3.738], [-3.047, 1.678, -0.838], [1.706, -1.006, -4.775], [-4.240, -4.171, 3.058], [-2.631, -4.767, -3.668], [-5.229, -2.730, 1.306], [0.268, -2.549, 3.730], [2.462, -2.697, 0.565], [5.120, 1.699, 2.079], [0.923, 2.176, 5.774], [2.795, -0.565, 2.867], [-0.293, -2.215, 4.598], [0.566, -1.283, 5.434], [2.972, -2.103, -1.007], [-2.232, -3.850, 2.385], [-0.973, 2.422, 2.533], [-1.923, 2.226, -2.573], [5.361, -2.314, -0.330], [1.561, 1.691, 3.177], [4.571, -2.252, 0.429], [-1.182, -1.702, 4.242], [2.685, -1.646, 2.850], [0.787, 2.782, 3.711], [-4.333, 1.014, 0.575], [-1.968, -2.444, 0.452], [5.850, -2.649, 2.121], [3.520, -0.277, 3.625], [-0.617, 2.673, -4.643], [-3.352, 0.939, -4.136], [-3.350, -2.264, 0.413], [-3.605, -3.674, 2.339], [-1.005, -1.296, -2.807], [1.270, 2.141, -2.285], [3.262, -2.734, -0.172], [-4.151, 0.988, -0.422], [0.576, 0.795, -3.428], [1.183, 3.036, 5.162], [-0.866, -1.078, -4.924], [4.813, 2.773, 3.112], [0.479, 2.634, -1.728], [7.122, 2.344, 1.616], [-0.172, 1.730, -4.948], [-1.416, -3.231, 1.457], [3.974, 2.467, 3.730], [-0.951, 1.156, -5.440], [1.963, 1.706, -1.577], [-5.780, -0.242, -0.808], [6.192, 2.141, 1.093], [2.376, -2.397, 5.039], [-2.006, -3.427, -2.116], [-0.590, -3.079, 5.189], [-2.769, 1.660, -2.226], [2.546, -0.713, -3.269], [2.252, 3.216, 5.246], [3.382, -3.757, -0.522], [0.092, -0.274, 2.301], [-2.294, -4.100, -1.316], [-1.258, 3.380, 3.990], [-4.940, 0.268, -1.255], [5.447, 0.780, 2.579], [-1.439, -2.208, -1.810], [1.803, 2.900, -2.846], [-5.288, -0.354, -3.248], [-1.204, -1.734, -4.136], [-2.196, -3.806, -3.437], [4.548, 3.697, 2.606], [-3.770, -1.675, -0.390], [-1.902, -3.234, -5.479], [-0.450, -0.132, -2.446]], "mulliken_charge": [1.982, 0.182, 0.443, -0.215, -0.517, 0.371, 0.480, -1.053, 0.428, -0.672, 0.401, 0.487, -1.335, 0.488, 0.019, -2.268, -0.495, 0.371, 0.342, -0.132, -0.207, 0.292, -0.628, 0.696, 0.192, 0.361, -1.167, -0.607, -1.359, 0.464, -0.970, 0.455, 0.261, 0.320, 0.375, 0.409, 0.403, 0.088, -0.064, 0.730, 0.180, 0.015, -1.331, 0.461, -0.004, -0.400, -0.069, 0.442, 0.430, 0.281, 0.385, 0.390, 0.013, 0.516, 0.261, -0.042, 0.333, 0.749, 0.342, 0.380, 0.153, -0.810, 0.027, -0.726, -0.760, 0.082, 0.121, -1.341, 0.324, -1.093, 0.269, 0.411, -1.254, -0.313, 0.006, 0.317, -0.209, 0.366, -1.643, 0.135, -0.626, 0.524, -0.371, 0.061, 0.322, 0.546, 0.416, 0.379, 0.543, -0.469, 0.341, -0.315, 0.517, 0.443, -0.283, -0.960, 0.314, 0.495, 0.418, 0.960]}